Entry 1:
The following is a quantum chemistry calculation of the molecule C22H18N4O3S in a non-equilibrium geometry, from the Open Molecules 2025 dataset.

XYZ file:
```
48
Properties=species:S:1:pos:R:3:nbo_charge:R:1
O -1.78 -0.82 -3.90 -0.480
C -2.45 -0.68 -2.94 0.515
C -1.79 -0.39 -1.58 -0.143
C -0.48 0.28 -1.65 -0.150
C 0.24 0.56 -0.45 -0.259
C -0.27 0.10 0.83 0.322
O 0.34 0.65 1.96 -0.502
C 1.35 -0.05 2.51 0.428
N 1.27 -1.37 2.39 -0.419
C 2.15 -2.16 3.10 -0.054
C 3.05 -1.67 3.98 -0.024
N 3.35 -0.35 4.04 -0.441
C 2.50 0.56 3.25 0.336
N 2.86 1.98 3.33 -0.428
C 4.09 2.42 3.98 -0.241
C 5.12 2.95 2.90 -0.075
O 4.52 3.95 2.14 -0.542
C 3.22 3.64 1.52 -0.075
C 2.18 2.98 2.48 -0.252
C -1.51 -0.62 0.83 -0.236
C -2.13 -1.00 -0.36 -0.163
C -3.94 -0.69 -2.95 0.056
N -4.81 -0.57 -2.02 -0.376
C -6.20 -0.62 -2.48 0.050
C -7.28 -0.49 -1.66 -0.186
C -8.58 -0.72 -2.07 -0.218
C -8.76 -0.93 -3.47 -0.195
C -7.77 -0.89 -4.39 -0.216
C -6.38 -0.89 -3.85 -0.144
S -4.72 -0.98 -4.62 0.297
H 0.05 0.70 -2.53 0.238
H 1.09 1.16 -0.26 0.216
H 2.09 -3.25 3.03 0.200
H 3.69 -2.40 4.51 0.205
H 4.53 1.69 4.64 0.248
H 3.89 3.33 4.55 0.197
H 5.85 3.43 3.58 0.183
H 5.75 2.21 2.29 0.174
H 2.90 4.65 1.11 0.205
H 3.34 2.91 0.71 0.162
H 1.50 2.47 1.76 0.230
H 1.59 3.77 2.92 0.200
H -2.09 -1.01 1.67 0.231
H -2.93 -1.72 -0.23 0.231
H -7.08 -0.32 -0.56 0.231
H -9.44 -0.61 -1.47 0.223
H -9.69 -1.01 -3.98 0.215
H -8.02 -0.89 -5.41 0.225
```

Calculated values
HOMO in eV: -7.9
Spin multiplicity: 1
ΔE to the lowest compared entry with this formula, charge and spin in kJ/mol: 591.7
HOMO-LUMO gap in eV: 7.187
Calculated total energy in eV: -46039.9223
Structure (SMILES): O=C(c1ccc(Oc2nccnc2N2CCOCC2)cc1)c1nc2ccccc2s1

---

Entry 2:
The following is a quantum chemistry calculation of a structure of composition C22H18N4O5Re in a non-equilibrium geometry, from the Open Molecules 2025 dataset.

XYZ file:
```
50
Properties=species:S:1:pos:R:3:mulliken_spin:R:1
Re 0.40 0.07 -0.15 2.893
O -3.48 1.39 1.33 0.005
C -2.29 0.93 1.10 0.018
O -1.67 1.09 0.06 0.046
C -1.74 0.17 2.27 -0.009
O -0.43 -0.33 1.97 0.010
C -0.26 -1.76 2.17 0.012
C -0.58 -2.52 0.86 0.010
O -0.97 -3.64 0.88 0.027
O -0.32 -1.79 -0.22 0.072
H -3.86 1.89 0.58 0.000
H -1.68 0.83 3.14 0.000
H -2.43 -0.64 2.52 0.000
H 0.80 -1.92 2.41 -0.009
H -0.87 -2.13 2.99 0.003
N 1.23 -4.75 -9.60 0.002
C 1.05 -4.05 -8.71 -0.001
C 0.85 -3.19 -7.58 0.004
C 0.60 -1.83 -7.77 -0.003
C 0.45 -1.00 -6.67 0.005
C 0.53 -1.52 -5.39 -0.005
C 0.75 -2.88 -5.20 0.004
C 0.91 -3.71 -6.29 -0.002
N 0.41 -0.65 -4.25 0.019
C 0.00 0.67 -4.28 -0.008
C 0.05 1.13 -3.00 -0.002
N 0.50 0.09 -2.20 -0.051
C 0.69 -0.96 -2.99 0.009
H 0.53 -1.42 -8.77 0.000
H 0.28 0.05 -6.85 0.000
H 0.78 -3.32 -4.21 0.000
H 1.08 -4.77 -6.15 0.000
H -0.31 1.18 -5.17 -0.002
H -0.20 2.10 -2.62 0.010
H 1.04 -1.92 -2.64 0.017
C 2.52 0.07 0.03 -0.134
C 2.25 1.36 0.72 0.025
C 2.16 1.43 2.13 0.012
C 1.92 2.63 2.75 -0.003
C 1.75 3.80 1.99 -0.007
C 1.85 3.76 0.60 0.015
C 2.10 2.55 -0.03 -0.011
C 1.46 5.03 2.65 0.002
N 1.19 6.02 3.18 -0.004
H 2.94 -0.70 0.67 0.017
H 3.08 0.16 -0.89 0.003
H 2.33 0.54 2.71 -0.001
H 1.88 2.70 3.83 0.000
H 1.75 4.67 0.03 0.000
H 2.25 2.52 -1.11 0.008
```

Calculated values
HOMO (spin up / spin down) in eV: -14.5 / -14.5
Spin multiplicity: 4
Net charge: +2
HOMO-LUMO gap (spin up / spin down) in eV: 6.617 / 6.056
Calculated total energy in eV: -41416.9136

---

Entry 3:
The following is a quantum chemistry calculation of the molecule C22H19Br2FN2O in a non-equilibrium geometry, from the Open Molecules 2025 dataset.

XYZ file:
```
47
Properties=species:S:1:pos:R:3:nbo_charge:R:1
C 3.37 5.68 1.01 -0.266
O 3.69 4.43 1.71 -0.498
C 2.81 3.37 1.43 0.332
C 2.74 2.40 2.37 -0.292
C 2.08 1.25 2.16 -0.162
C 1.15 1.19 1.19 -0.293
C 1.06 2.16 0.25 0.187
N 0.15 2.06 -0.79 -0.621
C -1.22 1.84 -0.61 -0.249
C -1.97 1.05 -1.76 0.204
F -2.22 1.66 -2.94 -0.352
C -1.12 -0.17 -2.16 -0.246
N -1.11 -1.40 -1.21 -0.372
C 0.00 -1.98 -0.72 0.205
C 1.35 -1.73 -0.83 -0.237
C 2.22 -2.53 -0.17 -0.241
C 1.81 -3.52 0.66 -0.107
Br 3.23 -4.44 1.50 0.043
C 0.46 -3.91 0.75 -0.191
C -0.32 -3.06 0.03 -0.094
C -1.79 -3.25 -0.10 -0.069
C -2.68 -4.15 0.51 -0.200
C -4.01 -3.88 0.16 -0.117
Br -5.27 -5.07 0.95 0.032
C -4.46 -2.87 -0.63 -0.192
C -3.58 -1.98 -1.17 -0.234
C -2.19 -2.15 -0.83 0.155
C 1.93 3.30 0.30 -0.358
H 3.92 6.52 1.42 0.205
H 2.32 5.88 1.12 0.179
H 3.42 5.73 -0.11 0.173
H 3.47 2.43 3.19 0.224
H 2.17 0.36 2.82 0.222
H 0.60 0.22 0.99 0.218
H 0.31 2.81 -1.42 0.372
H -1.32 1.18 0.28 0.223
H -1.75 2.79 -0.40 0.191
H -3.00 0.67 -1.41 0.168
H -1.65 -0.45 -3.03 0.212
H -0.12 0.19 -2.41 0.239
H 1.72 -0.85 -1.28 0.221
H 3.33 -2.24 -0.23 0.235
H 0.16 -4.75 1.46 0.244
H -2.42 -5.01 1.15 0.243
H -5.54 -2.67 -0.84 0.231
H -3.83 -1.24 -1.88 0.210
H 2.09 4.11 -0.47 0.223
```

Calculated values
HOMO in eV: -8.0
Spin multiplicity: 1
ΔE to the lowest compared entry with this formula, charge and spin in kJ/mol: 0.0
HOMO-LUMO gap in eV: 8.354
Calculated total energy in eV: -170950.5186
Structure (SMILES): COc1cccc(NC[C@@H](F)Cn2c3ccc(Br)cc3c3cc(Br)ccc32)c1

---

Entry 4:
The following is a quantum chemistry calculation of a structure of composition C22H19CaClN6O7S, from the Open Molecules 2025 dataset.

XYZ file:
```
57
Properties=species:S:1:pos:R:3:nbo_charge:R:1
Ca 0.08 0.24 -0.32 1.766
O -3.60 3.09 0.23 -0.696
C -4.13 2.68 1.38 0.346
C -5.23 3.39 1.90 -0.299
C -5.82 3.01 3.09 -0.207
C -5.32 1.91 3.79 -0.297
C -4.24 1.21 3.28 -0.165
C -3.63 1.57 2.09 -0.130
C -2.47 0.80 1.53 0.573
O -1.97 1.22 0.42 -0.840
N -2.07 -0.22 2.23 -0.482
N -0.98 -0.86 1.64 -0.374
C -0.55 -1.85 2.32 0.115
C 0.57 -2.73 2.02 -0.237
C 0.86 -3.72 2.97 -0.154
C 1.89 -4.63 2.82 -0.345
C 2.67 -4.55 1.66 -0.221
C 2.42 -3.60 0.70 -0.280
C 1.37 -2.64 0.82 0.415
O 1.18 -1.78 -0.09 -0.830
H -2.82 2.46 0.08 0.519
H -5.59 4.24 1.33 0.203
H -6.66 3.57 3.47 0.186
H -5.78 1.61 4.73 0.189
H -3.83 0.35 3.80 0.230
H -1.07 -2.07 3.26 0.147
H 0.24 -3.76 3.86 0.186
H 2.08 -5.38 3.58 0.185
H 3.49 -5.26 1.51 0.182
H 3.02 -3.54 -0.20 0.192
C 2.10 -0.66 -4.75 -0.679
C 1.76 -0.14 -3.38 0.173
N 0.55 -0.01 -2.98 -0.248
N -0.40 -0.23 -3.93 -0.507
C -1.55 -0.69 -3.49 0.262
N -2.52 -0.79 -4.49 -0.831
S -1.96 -1.21 -1.93 -0.437
C 2.86 0.27 -2.47 0.190
C 4.18 0.32 -2.92 -0.266
C 5.18 0.72 -2.05 -0.177
C 4.84 1.06 -0.75 -0.281
C 3.51 0.99 -0.39 0.081
N 2.54 0.62 -1.22 -0.452
H 1.29 -1.31 -5.08 0.252
H 3.04 -1.21 -4.75 0.197
H 2.17 0.16 -5.48 0.211
H -2.36 -0.13 -5.24 0.365
H -3.45 -0.77 -4.10 0.382
H 4.42 0.06 -3.94 0.206
H 6.21 0.77 -2.39 0.196
H 5.59 1.37 -0.03 0.208
H 3.19 1.25 0.61 0.229
O 2.19 3.68 1.21 -0.863
Cl 0.94 2.98 1.06 2.542
O -0.09 3.65 1.80 -0.826
O 1.08 1.61 1.53 -0.914
O 0.58 2.89 -0.35 -0.888
```

Calculated values
HOMO in eV: -1.7
Spin multiplicity: 1
Net charge: -2
ΔE to the lowest compared entry with this formula, charge and spin in kJ/mol: 0.0
HOMO-LUMO gap in eV: 6.159
Calculated total energy in eV: -88191.5507